Computed, not measured: a molecular structure, C36H26Cl3N8O8S2Sn, with ωB97M-V with the def2-TZVPD basis set.

Cartesian coordinates (Å):
Sn (2.252, -0.067, 0.287)
N (4.925, -3.236, 2.854)
C (4.602, -2.139, 2.190)
S (4.667, -2.224, 0.523)
N (3.928, -1.222, 2.975)
N (3.444, -0.140, 2.306)
C (3.646, 1.087, 2.835)
C (4.404, 1.212, 4.109)
C (4.348, 0.337, 5.236)
C (5.357, 0.344, 6.191)
C (6.377, 1.310, 6.114)
C (6.265, 2.347, 5.171)
C (5.325, 2.255, 4.146)
C (3.168, 2.264, 2.067)
C (3.029, 3.543, 2.697)
C (2.689, 4.627, 1.945)
C (2.460, 4.455, 0.545)
C (2.579, 3.213, -0.035)
N (2.916, 2.133, 0.741)
H (5.365, -4.062, 2.477)
H (4.717, -3.383, 3.844)
H (3.670, -0.525, 5.297)
H (5.371, -0.417, 6.946)
H (7.256, 1.252, 6.690)
H (7.005, 3.115, 5.163)
H (5.344, 2.963, 3.318)
H (3.088, 3.528, 3.783)
H (2.428, 5.616, 2.346)
H (2.049, 5.316, 0.009)
H (2.518, 3.106, -1.118)
O (-0.637, 1.347, -2.779)
C (-0.033, 1.341, -1.712)
O (1.183, 0.906, -1.600)
C (-0.712, 2.041, -0.525)
C (-1.890, 2.793, -0.702)
C (-2.551, 3.323, 0.403)
C (-1.935, 3.259, 1.663)
C (-0.755, 2.536, 1.840)
C (-0.258, 1.717, 0.806)
O (0.424, 0.671, 1.119)
N (-0.093, 2.570, 3.142)
O (0.585, 1.588, 3.492)
O (-0.397, 3.554, 3.842)
N (-3.932, 3.685, 0.211)
O (-4.478, 4.044, 1.279)
O (-4.413, 3.722, -0.905)
H (-2.190, 2.934, -1.726)
H (-2.388, 3.728, 2.518)
Cl (-2.872, -2.562, -8.125)
C (-2.327, -2.638, -6.509)
C (-1.847, -1.575, -5.757)
C (-1.716, -1.739, -4.364)
C (-2.276, -2.874, -3.749)
C (-2.889, -2.818, -2.354)
C (-2.275, -3.709, -1.232)
N (-0.941, -3.258, -0.863)
C (0.168, -4.084, -0.604)
C (1.204, -3.279, -0.218)
N (0.736, -1.963, -0.097)
C (-0.538, -1.965, -0.502)
O (-2.976, -1.474, -1.812)
C (-3.621, -0.372, -2.425)
C (-5.121, -0.648, -2.679)
C (-5.914, 0.230, -3.431)
Cl (-5.481, 1.603, -4.261)
S (-7.566, -0.376, -3.518)
C (-7.218, -1.613, -2.365)
C (-5.894, -1.641, -2.029)
C (-2.374, -4.046, -4.531)
Cl (-2.776, -5.665, -3.976)
C (-2.542, -3.921, -5.915)
H (-1.608, -0.604, -6.210)
H (-1.218, -0.927, -3.793)
H (-3.940, -3.144, -2.457)
H (-2.201, -4.726, -1.610)
H (-2.952, -3.739, -0.334)
H (0.126, -5.173, -0.615)
H (2.207, -3.531, 0.059)
H (-1.186, -1.137, -0.635)
H (-3.116, -0.085, -3.383)
H (-3.534, 0.500, -1.733)
H (-8.013, -2.211, -2.022)
H (-5.390, -2.420, -1.449)
H (-2.836, -4.783, -6.521)

HOMO energy (eV): -10.11
Orbital gap (Ha): 0.13926
Energy above the lowest of the compared OMol25 structures with the same formula, charge and spin (kJ/mol): 320.16
Net charge: +1
E_LUMO (eV): -6.3
2S+1: 1

Computed, not measured: a molecular structure, C36H26ClNO2PPdSTe, with ωB97M-V with the def2-TZVPD basis set.

Cartesian coordinates (Å):
Pd (0.316, 0.029, -0.379)
Cl (8.295, 1.423, 2.270)
C (6.697, 1.034, 1.738)
C (6.457, 0.869, 0.380)
C (5.178, 0.556, -0.041)
C (4.151, 0.411, 0.890)
C (4.408, 0.586, 2.247)
C (5.685, 0.897, 2.678)
C (2.790, 0.078, 0.424)
O (1.835, -0.038, 1.284)
O (2.547, -0.124, -0.794)
H (7.264, 0.988, -0.329)
H (4.964, 0.428, -1.093)
H (3.603, 0.487, 2.962)
H (5.904, 1.038, 3.727)
N (-1.202, 7.337, -0.672)
C (-0.971, 6.213, -0.623)
C (-0.685, 4.806, -0.567)
C (0.266, 4.326, 0.330)
C (0.529, 2.963, 0.389)
C (-0.162, 2.101, -0.448)
C (-1.117, 2.572, -1.335)
C (-1.375, 3.933, -1.406)
H (0.792, 5.017, 0.975)
H (1.266, 2.589, 1.090)
H (-1.684, 1.897, -1.967)
H (-2.114, 4.321, -2.094)
Te (1.636, -2.883, 0.655)
C (0.524, -4.558, 0.421)
C (0.557, -5.407, -0.682)
C (-0.326, -6.483, -0.551)
C (-1.030, -6.442, 0.629)
S (-0.624, -5.102, 1.588)
H (1.198, -5.249, -1.539)
H (-0.446, -7.260, -1.290)
H (-1.763, -7.153, 0.976)
C (-5.249, 2.194, 0.205)
C (-5.284, 1.125, -0.676)
C (-4.255, 0.191, -0.682)
C (-3.189, 0.333, 0.198)
C (-3.153, 1.415, 1.080)
C (-4.183, 2.338, 1.088)
P (-1.785, -0.802, 0.228)
C (-2.085, -2.010, -1.086)
C (-1.696, -1.603, -2.366)
C (-1.837, -2.455, -3.450)
C (-2.358, -3.729, -3.268)
C (-2.740, -4.143, -1.999)
C (-2.604, -3.291, -0.913)
C (-1.909, -1.646, 1.827)
C (-0.801, -1.631, 2.676)
C (-0.855, -2.275, 3.911)
C (-2.018, -2.916, 4.306)
C (-3.139, -2.896, 3.481)
C (-3.088, -2.256, 2.253)
H (-6.050, 2.920, 0.205)
H (-6.112, 1.015, -1.363)
H (-4.291, -0.639, -1.377)
H (-2.312, 1.549, 1.751)
H (-4.152, 3.176, 1.770)
H (-1.299, -0.603, -2.533)
H (-1.538, -2.126, -4.437)
H (-2.470, -4.395, -4.113)
H (-3.154, -5.133, -1.856)
H (-2.904, -3.630, 0.069)
H (0.081, -1.057, 2.411)
H (0.001, -2.246, 4.572)
H (-2.064, -3.407, 5.269)
H (-4.058, -3.365, 3.806)
H (-3.976, -2.213, 1.632)

HOMO energy (spin up / spin down) (eV): -9.88 / -11.14
<S²>: 6.028
Orbital gap (spin up / spin down) (Ha): 0.26303 / 0.17307
Energy above the lowest of the compared OMol25 structures with the same formula, charge and spin (kJ/mol): 42.96
Net charge: +1
E_LUMO (spin up / spin down) (eV): -2.7 / -6.4
2S+1: 5

Computed, not measured: a molecular structure, C36H27AsCl2MoNS2, with ωB97M-V with the def2-TZVPD basis set.

Cartesian coordinates (Å):
Mo (-0.260, -0.614, -0.803)
Cl (2.302, -0.485, -0.753)
C (2.725, 0.949, -1.702)
C (4.072, 1.233, -1.780)
C (4.457, 2.346, -2.507)
C (3.494, 3.132, -3.120)
C (2.151, 2.811, -3.005)
Cl (1.003, 3.865, -3.756)
C (1.710, 1.694, -2.286)
S (-0.016, 1.386, -2.081)
H (4.798, 0.602, -1.287)
H (5.504, 2.601, -2.594)
H (3.774, 4.008, -3.688)
S (-2.573, -0.076, -0.697)
C (-2.740, 1.502, 0.102)
C (-3.896, 2.247, -0.124)
C (-4.077, 3.454, 0.532)
C (-3.118, 3.936, 1.416)
C (-1.966, 3.200, 1.648)
C (-1.790, 1.988, 0.993)
As (-0.265, 0.862, 1.226)
C (1.258, 2.027, 1.389)
C (2.374, 1.585, 2.094)
C (3.519, 2.368, 2.127)
C (3.546, 3.587, 1.462)
C (2.429, 4.029, 0.766)
C (1.282, 3.247, 0.722)
C (-0.398, -0.001, 2.931)
C (-0.486, -1.387, 2.988)
C (-0.605, -2.022, 4.218)
C (-0.635, -1.267, 5.381)
C (-0.542, 0.118, 5.322)
C (-0.422, 0.755, 4.097)
H (-4.645, 1.882, -0.816)
H (-4.974, 4.029, 0.345)
H (-3.267, 4.882, 1.918)
H (-1.209, 3.578, 2.324)
H (2.359, 0.639, 2.621)
H (4.387, 2.029, 2.678)
H (4.439, 4.198, 1.494)
H (2.448, 4.982, 0.254)
H (0.417, 3.588, 0.166)
H (-0.460, -1.982, 2.080)
H (-0.673, -3.101, 4.267)
H (-0.729, -1.759, 6.341)
H (-0.564, 0.703, 6.232)
H (-0.343, 1.835, 4.059)
C (1.999, -2.717, -4.034)
C (0.890, -1.922, -4.218)
C (-0.114, -1.896, -3.244)
C (0.051, -2.628, -2.071)
C (1.173, -3.450, -1.896)
C (2.132, -3.502, -2.878)
N (-0.889, -2.430, -0.989)
C (-2.000, -3.303, -0.834)
C (-2.332, -4.223, -1.820)
C (-3.423, -5.059, -1.630)
C (-4.173, -4.980, -0.465)
C (-3.827, -4.061, 0.519)
C (-2.741, -3.225, 0.339)
H (2.769, -2.749, -4.794)
H (0.778, -1.333, -5.118)
H (-1.032, -1.342, -3.411)
H (1.270, -4.020, -0.980)
H (2.999, -4.138, -2.755)
H (-1.747, -4.291, -2.728)
H (-3.684, -5.776, -2.396)
H (-5.021, -5.635, -0.321)
H (-4.404, -3.999, 1.432)
H (-2.466, -2.505, 1.099)

HOMO energy (spin up / spin down) (eV): -10.19 / -10.84
<S²>: 2.043
Orbital gap (spin up / spin down) (Ha): 0.22686 / 0.25620
Energy above the lowest of the compared OMol25 structures with the same formula, charge and spin (kJ/mol): 0.00
Net charge: +1
E_LUMO (spin up / spin down) (eV): -4.0 / -3.9
2S+1: 3

Question: net charge of number 3 (C36H27AsCl2MoNS2)?
Answer: +1

Question: Which of these has the lowest energy above the lowest of the compared OMol25 structures with the same formula, charge and spin?
Answer: C36H27AsCl2MoNS2